Entry 1:
The following is a quantum chemistry calculation of a cluster of 2 separate species, C4H6N2O2 in total in a non-equilibrium geometry, from the Open Molecules 2025 dataset.

E_tot = -415.8356 Ha
2S+1 = 1
Orbital gap = 9.1 eV
HOMO = -8.30 eV
Maximum force = 7.13 eV/Å
Energy above the lowest of the compared OMol25 structures with the same formula, charge and spin = 128.7 kcal per mole

Geometry (Å):
O: -0.27 -1.48 1.32
O: -1.49 0.27 2.30
N: 0.10 1.01 -0.32
N: 0.70 1.20 0.61
C: 0.51 -1.26 2.54
C: -0.48 1.03 -1.41
C: -0.72 -0.60 2.11
C: 0.13 0.32 -2.60
H: 1.31 0.11 -2.47
H: -0.37 -0.74 -2.68
H: 0.10 0.89 -3.41
H: 0.26 -1.96 3.32
H: 1.33 -0.72 2.25
H: -1.09 1.93 -1.56

=====

Entry 2:
The following is a quantum chemistry calculation of the molecule C9H10N2 in a non-equilibrium geometry, from the Open Molecules 2025 dataset.

SMILES = Cc1nc2ccccc2n1C
E_tot = -458.4328 Ha
2S+1 = 1
Orbital gap = 8.9 eV
HOMO = -8.18 eV
Maximum force = 4.41 eV/Å
Energy above the lowest of the compared OMol25 structures with the same formula, charge and spin = 23.6 kcal per mole

Geometry (Å):
N: 0.82 0.43 0.13
N: -1.20 1.31 0.23
C: -1.33 0.00 -0.02
C: -2.20 -2.01 -0.90
C: 0.16 -1.84 -0.63
C: -0.91 -2.61 -0.90
C: -2.44 -0.72 -0.54
C: -0.05 -0.57 -0.17
C: 0.59 2.82 1.09
C: 2.28 0.28 0.23
C: 0.04 1.49 0.45
H: 2.52 0.57 1.28
H: 2.92 0.92 -0.39
H: -0.76 -3.59 -1.32
H: 1.72 2.79 1.32
H: 0.23 2.87 2.21
H: -2.90 -2.54 -1.51
H: -3.41 -0.39 -0.56
H: 1.13 -2.10 -0.78
H: 0.16 3.69 0.56
H: 2.61 -0.78 0.21

=====

Entry 3:
The following is a quantum chemistry calculation of the ion C12H7F2N4 with charge -1 in a non-equilibrium geometry, from the Open Molecules 2025 dataset.

SMILES = FC(F)(c1ccc2ccccc2c1)c1nn[n-]n1
E_tot = -880.2371 Ha
Net charge = -1
2S+1 = 1
Orbital gap = 7.7 eV
HOMO = -4.97 eV
Maximum force = 5.67 eV/Å
Energy above the lowest of the compared OMol25 structures with the same formula, charge and spin = 0.4 kcal per mole

Geometry (Å):
F: 1.79 -3.04 -1.04
F: -0.17 -3.33 -0.72
N: -0.43 -1.56 -4.49
N: -0.68 -1.99 -3.34
N: 1.52 -1.72 -3.49
N: 0.91 -1.38 -4.63
C: -1.44 0.44 2.46
C: 1.01 1.32 -0.29
C: 0.04 2.60 1.62
C: -1.54 1.62 3.20
C: 0.25 1.41 0.86
C: -0.37 -0.90 0.73
C: 0.65 -2.38 -1.19
C: 1.19 -0.06 -0.81
C: -0.57 0.32 1.33
C: 0.51 -1.11 -0.30
C: -0.77 2.73 2.68
C: 0.53 -2.06 -2.69
H: -0.82 3.67 3.21
H: -2.14 -0.26 2.94
H: 1.33 2.21 -0.90
H: 0.58 3.54 1.46
H: -2.11 1.68 4.09
H: 1.84 -0.13 -1.70
H: -1.11 -1.62 1.02

=====

Entry 4:
The following is a quantum chemistry calculation of the molecule C4H6O in a non-equilibrium geometry, from the Open Molecules 2025 dataset.

SMILES = C=COC=C
E_tot = -231.1234 Ha
2S+1 = 1
Orbital gap = 10.1 eV
HOMO = -8.98 eV
Maximum force = 7.17 eV/Å
Energy above the lowest of the compared OMol25 structures with the same formula, charge and spin = 62.9 kcal per mole

Geometry (Å):
O: -0.02 -0.37 0.55
C: 1.11 0.35 0.13
C: -2.25 -0.30 -0.02
C: 2.36 -0.33 -0.17
C: -1.13 0.34 0.06
H: 1.08 1.43 0.45
H: -3.22 0.11 -0.36
H: -2.35 -1.49 -0.04
H: 2.42 -1.34 -0.32
H: 3.28 0.23 0.08
H: -1.29 1.36 -0.36